Formula: C6H12
Source: OMol25
Level of theory: wB97M-V/def2-TZVPD

ORCA input file:
```
! wB97M-V def2-TZVPD RIJCOSX def2/J DEFGRID3
* xyz 0 1
C -2.278 0.033 0.552
C -0.871 -0.014 -0.138
C 0.023 -1.141 0.326
C 1.434 -0.896 -0.219
C 1.652 0.794 -0.702
C 0.421 1.375 -0.032
H -2.244 -0.205 1.626
H -3.039 -0.660 0.133
H -2.710 1.030 0.453
H -1.018 -0.042 -1.221
H -0.041 -2.159 -0.093
H -0.103 -1.298 1.415
H 2.138 -1.277 0.551
H 1.578 -1.449 -1.144
H 2.651 0.954 -0.291
H 1.740 1.152 -1.775
H 0.635 1.496 1.030
H 0.030 2.308 -0.470
*
```

Structure (SMILES) = CC1CCCC1
HOMO = -0.35266 Eh
HOMO-LUMO gap = 10.8 eV
ΔE to the lowest compared entry with this formula, charge and spin = 57.49 kcal/mol
Largest force on an atom = 2.468 eV Å⁻¹